Computed, not measured: 5 unconnected molecules or ions with the total composition C30H46BrN5O12, with wB97M-V/def2-TZVPD.

The calculation puts the electronic energy at -133907.265 eV. As for the HOMO energy: -0.3096 Ha. As for the multiplicity: 1. Its HOMO-LUMO gap is 7.18 eV.

Last column: Mulliken charge in e.
Geometry (Å):
H1 5.21935 3.04930 -2.16575  0.205
N1 4.46300 3.13040 -2.88535  -0.713
C1 4.54785 2.05998 -3.68623  0.515
N2 5.59639 1.05934 -3.38113  -0.527
N3 3.55555 1.90117 -4.80880  -0.476
C2 2.49549 1.00254 -4.23836  -0.372
C3 1.28161 0.65822 -5.24936  -0.568
C4 -0.17632 0.72602 -4.53492  -0.609
C5 -1.05674 -0.63537 -4.69647  -0.688
C6 -0.92638 -1.49632 -3.30911  0.258
C7 0.55953 -1.78603 -2.83445  -0.349
C8 0.82131 -2.58583 -1.46823  0.774
C9 2.35484 -2.79477 -1.03243  -0.297
C10 2.76870 -4.31438 -0.68552  -0.088
C11 4.40682 -4.32964 -0.56546  -1.031
Br1 2.12359 -4.87111 1.15050  -0.153
C12 -0.44595 -3.05387 -0.66914  -0.623
C13 -1.95232 -2.76942 -1.15017  0.044
N4 -3.02336 -3.28027 -0.30688  -0.537
C14 -4.32923 -2.92805 -0.80810  0.734
C15 -5.62029 -3.38422 0.04951  -0.555
C16 -6.71150 -3.87963 0.62121  -0.293
C17 -4.54158 -2.08448 -2.13904  -0.448
N5 -3.51506 -1.60039 -3.02891  -0.370
C18 -2.21937 -1.97265 -2.47882  0.497
H2 5.81619 0.46532 -4.20370  0.261
H3 6.45440 1.51141 -3.00717  0.251
H4 3.19122 2.83690 -5.06120  0.344
H5 2.11670 1.41732 -3.23042  0.357
H6 3.03015 -0.00569 -3.98225  0.008
H7 1.38097 1.39749 -6.14920  0.470
H8 1.42989 -0.39737 -5.71521  0.282
H9 -0.70728 1.66734 -4.93945  0.380
H10 0.00987 0.88303 -3.40461  0.289
H11 -0.74584 -1.27501 -5.60091  0.410
H12 -2.16137 -0.27801 -4.81787  0.217
H13 1.46636 -1.43758 -3.44402  -0.118
H14 2.63034 -2.10556 -0.12978  0.168
H15 3.03746 -2.41988 -1.90459  0.217
H16 2.43114 -5.07230 -1.48916  0.353
H17 4.76154 -3.50212 0.17747  0.258
H18 4.92935 -4.11133 -1.56694  0.326
H19 4.75394 -5.33289 -0.08250  0.346
H20 -0.31334 -3.62207 0.32068  0.095
H21 -7.48412 -4.29799 1.37814  0.361
H22 -5.64244 -1.83202 -2.42672  0.380
C19 2.74871 -0.83868 5.11602  -0.552
O1 2.93557 0.49849 4.65354  -0.284
C20 3.01011 0.61505 3.31394  0.781
O2 2.93332 -0.29118 2.51647  -0.542
O3 3.18514 1.91746 3.01713  -0.306
C21 3.28167 2.19190 1.62037  -0.599
H23 2.70309 -0.81353 6.20633  0.101
H24 1.80753 -1.24879 4.74102  0.304
H25 3.59071 -1.47000 4.82104  0.310
H26 2.36162 1.90273 1.10604  0.278
H27 4.14488 1.68120 1.18579  0.268
H28 3.42068 3.26754 1.49920  0.230
C22 -3.38189 -0.07536 -0.02718  -0.363
O4 -3.68788 0.48423 1.24956  -0.406
C23 -4.44684 1.59374 1.19530  0.719
O5 -4.86377 2.11973 0.18757  -0.527
O6 -4.66127 2.01654 2.45604  -0.359
C24 -5.45866 3.19539 2.55063  -0.613
H29 -2.76832 -0.96095 0.12993  0.238
H30 -4.29375 -0.37845 -0.54384  0.128
H31 -2.81015 0.63524 -0.63046  0.413
H32 -6.45425 3.02196 2.13418  0.285
H33 -4.96930 4.03333 2.04759  0.285
H34 -5.56577 3.44323 3.60805  0.221
C25 -5.53975 2.19606 -2.85993  -0.397
O7 -4.80821 2.21711 -4.08620  -0.160
C26 -5.48078 2.75090 -5.12301  0.677
O8 -6.60679 3.19209 -5.08892  -0.555
O9 -4.68005 2.70793 -6.20676  -0.277
C27 -5.26750 3.24509 -7.39005  -0.652
H35 -4.90320 1.74681 -2.09692  -0.092
H36 -5.79194 3.21129 -2.54387  0.329
H37 -6.44166 1.58620 -2.95942  0.331
H38 -5.50912 4.30246 -7.25488  0.295
H39 -6.15844 2.67730 -7.67022  0.292
H40 -4.53638 3.15887 -8.19580  0.214
C28 3.64653 -1.44498 11.87238  -0.617
O10 3.83348 -0.10781 11.41249  -0.319
C29 3.90826 0.01080 10.07282  0.771
O11 3.83144 -0.89470 9.27360  -0.539
O12 4.08340 1.31317 9.77827  -0.307
C30 4.18036 1.58884 8.38212  -0.534
H41 3.60057 -1.42087 12.96248  0.221
H42 2.70535 -1.85411 11.49634  0.291
H43 4.48850 -2.07588 11.57631  0.288
H44 3.26044 1.30006 7.86736  0.205
H45 5.04370 1.07862 7.94740  0.282
H46 4.31952 2.66439 8.26096  0.257